No. 1
The following is a DFT calculation (ωB97M-V/def2-TZVPD) of C37H46Br2N8O5PPtS as an isolated structure.

Properties
Multiplicity = 3
Gap between HOMO and LUMO (spin up / spin down) = 7.2 / 6.7 eV
<S²> = 2.009
Net charge = -1
Energy above the lowest of the compared OMol25 structures with the same formula, charge and spin = 0.0 kcal/mol
LUMO energy (spin up / spin down) = 1.8352 / 1.3537 eV

XYZ file:
```
101
C37H46Br2N8O5PPtS ωB97M-V/def2-TZVPD
Pt -0.92124 0.03876 -0.06818
C -2.60344 1.80721 -4.65861
C -2.73452 2.09198 -3.18715
C -2.83932 3.38287 -2.68445
C -2.91566 3.58986 -1.31812
C -2.83181 2.48323 -0.49648
Br -2.89964 2.71832 1.38347
N -2.72681 1.23964 -0.93942
C -2.71141 1.05710 -2.26839
H -3.27130 2.43265 -5.25069
H -2.82029 0.76107 -4.87065
H -1.57835 2.00082 -4.98291
H -2.86290 4.22956 -3.36183
H -3.03066 4.57611 -0.89136
H -2.63469 0.02717 -2.60003
O -8.61135 -7.08817 2.07270
S -8.26191 -5.73310 1.70531
O -7.87912 -5.55460 0.31944
O -9.13480 -4.69995 2.24317
C -6.73800 -5.36750 2.64448
N -6.56999 -5.96346 3.82889
C -5.49858 -5.60658 4.52202
C -4.58277 -4.67282 4.06536
C -4.84205 -4.12084 2.81979
N -5.91203 -4.46785 2.11520
C -3.93458 -3.13419 2.17797
C -3.02824 -2.36458 2.89904
C -2.20181 -1.48695 2.22979
N -2.22624 -1.33507 0.90348
C -3.11210 -2.05912 0.20417
C -3.97443 -2.95795 0.79922
H -5.36446 -6.09498 5.48281
H -3.70515 -4.41341 4.64159
H -2.97367 -2.42461 3.97730
H -1.49422 -0.87129 2.76971
H -3.10719 -1.91286 -0.86539
H -4.68774 -3.52314 0.21381
Br -1.01552 -2.62903 -4.63819
C 0.45099 -3.40548 -3.71357
C 1.17177 -4.32998 -4.46267
C 2.28166 -4.95775 -3.92521
C 2.67617 -4.66655 -2.62894
C 1.95285 -3.75005 -1.88820
C 0.82983 -3.09896 -2.40257
C 0.16144 -2.09639 -1.47465
O 0.77716 -1.80833 -0.42106
O -0.92573 -1.56040 -1.82672
H 0.85367 -4.55027 -5.47248
H 2.83682 -5.67118 -4.52188
H 3.54579 -5.14962 -2.20137
H 2.23545 -3.50554 -0.87400
N 0.12518 1.66759 -0.47768
P 1.59329 2.00542 -0.11604
N 2.65920 1.58630 -1.33738
C 2.46149 0.41818 -2.19740
C 3.52295 -0.66191 -1.98515
C 4.93339 -0.07484 -2.07729
C 5.07280 1.13392 -1.14928
C 3.98885 2.15565 -1.48873
N 2.25954 1.40031 1.33968
C 1.68613 1.93201 2.58938
C 2.20614 1.13468 3.80117
C 3.54143 0.47797 3.46049
C 3.28963 -0.58133 2.38383
C 2.23292 -0.07104 1.39357
N 1.77569 3.65464 0.09796
C 2.84902 4.36321 0.77121
C 2.28644 5.36827 1.81248
C 0.77138 5.50976 1.65778
C 0.43451 5.74011 0.18815
C 0.90179 4.54070 -0.66950
H 2.51616 0.75507 -3.24231
H 1.46120 0.02497 -2.03228
H 3.38133 -1.45254 -2.72652
H 3.39247 -1.11841 -1.00218
H 5.12426 0.25019 -3.10745
H 5.67692 -0.83761 -1.83485
H 6.06286 1.58760 -1.25181
H 4.94322 0.82560 -0.10646
H 4.10963 2.45616 -2.53897
H 4.08357 3.05094 -0.88221
H 0.58778 1.89715 2.55998
H 1.98015 2.97021 2.69773
H 1.48950 0.35438 4.07286
H 2.29898 1.79998 4.66092
H 3.99962 0.03261 4.34523
H 4.22678 1.23913 3.08004
H 2.91816 -1.49664 2.85188
H 4.21777 -0.83575 1.86498
H 1.23525 -0.41568 1.69158
H 2.39748 -0.48459 0.40414
H 3.43816 4.91962 0.02872
H 3.51853 3.64151 1.23845
H 2.75393 6.34430 1.65674
H 2.53023 5.05739 2.83024
H 0.40559 6.33429 2.27282
H 0.27669 4.59727 1.99861
H 0.92977 6.65689 -0.14657
H -0.63962 5.89105 0.06201
H 1.42658 4.90699 -1.56399
H 0.05538 3.94450 -1.00214
```

---

No. 2
The following is a DFT calculation (ωB97M-V/def2-TZVPD) of C37H46O8P2W as an isolated structure.

Properties
Multiplicity = 1
Gap between HOMO and LUMO = 5.8 eV
Net charge = +4
Energy above the lowest of the compared OMol25 structures with the same formula, charge and spin = 18.1 kcal/mol
LUMO energy = -13.0687 eV

XYZ file:
```
94
C37H46O8P2W ωB97M-V/def2-TZVPD
W -0.15294 1.77987 -0.60760
C -1.31051 0.56602 -3.28158
C -0.84521 1.90669 -3.76035
O 0.10615 2.37746 -2.75739
C 1.32632 2.99150 -3.29928
C 2.43256 2.02704 -2.98072
O 2.35348 1.74679 -1.57773
C 3.35443 2.43446 -0.79996
C 3.05083 3.91349 -0.66197
O 1.70127 4.12206 -0.21574
C 1.56466 4.19395 1.20004
C 1.48019 2.78395 1.79941
O 0.98220 1.87891 0.80593
C -1.66885 1.11083 0.88085
C -1.17314 3.52556 0.06794
O -1.72174 3.07401 -1.15791
C -3.11777 2.69986 -1.38266
C -3.12306 1.21201 -1.77598
O -1.75905 0.73255 -1.91094
H -0.49238 -0.15031 -3.24626
H -2.11799 0.15803 -3.88719
H -1.64844 2.64031 -3.83938
H -0.34245 1.82773 -4.72246
H 1.43341 3.95215 -2.80491
H 1.18659 3.15544 -4.36507
H 3.40727 2.43855 -3.24634
H 2.29659 1.08586 -3.51549
H 4.33267 2.28995 -1.26234
H 3.37516 1.94480 0.16941
H 3.15777 4.44498 -1.60583
H 3.75971 4.36395 0.03590
H 0.66670 4.76771 1.41209
H 2.39443 4.74205 1.64854
H 0.82871 2.75463 2.67620
H 2.45504 2.39938 2.09538
H -1.24931 1.37137 1.85276
H -2.60942 1.64139 0.77504
H -0.62646 4.44523 -0.12153
H -1.85878 3.58239 0.90716
H -3.47068 3.35346 -2.17686
H -3.68984 2.90424 -0.48043
H -3.64454 1.06566 -2.71923
H -3.59409 0.59351 -1.01689
O -2.01958 -0.26118 0.84952
P -1.47859 -1.37541 1.87064
C -0.57222 -2.45910 0.73163
P 0.50900 -1.71602 -0.52962
O 0.31489 -0.14877 -0.58030
C 2.19738 -2.07806 -0.13637
C 2.58147 -3.42414 -0.15812
C 3.88853 -3.76033 0.15159
C 4.80384 -2.76260 0.47159
C 4.41994 -1.42646 0.48464
C 3.11401 -1.07805 0.17951
C 0.07363 -2.39178 -2.10909
C 1.10312 -2.53309 -3.04841
C 0.80594 -2.97198 -4.33029
C -0.50646 -3.27800 -4.67193
C -1.53041 -3.14341 -3.73781
C -1.24637 -2.69847 -2.45746
C -0.46977 -0.70125 3.15120
C 0.92435 -0.79617 3.12338
C 1.66272 -0.28087 4.17621
C 1.01556 0.33073 5.24533
C -0.37305 0.42780 5.27482
C -1.12333 -0.09642 4.23587
C -2.87595 -2.23156 2.51160
C -2.65638 -3.09515 3.59307
C -3.71345 -3.83686 4.08954
C -4.97557 -3.71068 3.51847
C -5.19133 -2.84934 2.44780
C -4.14281 -2.10791 1.93244
H -1.37737 -2.99207 0.21783
H 0.00661 -3.22052 1.26185
H 1.87851 -4.20575 -0.42827
H 4.19651 -4.79707 0.13673
H 5.82513 -3.03091 0.70805
H 5.14523 -0.66184 0.73052
H 2.79097 -0.04750 0.18790
H 2.13257 -2.33790 -2.76925
H 1.60043 -3.10627 -5.05252
H -0.73116 -3.64810 -5.66410
H -2.54498 -3.41087 -4.00244
H -2.05830 -2.60587 -1.74597
H 1.43306 -1.30602 2.31623
H 2.73983 -0.38828 4.18416
H 1.59492 0.71066 6.07733
H -0.86867 0.88095 6.12304
H -2.20621 -0.06553 4.28078
H -1.67695 -3.17822 4.05196
H -3.55773 -4.50539 4.92510
H -5.80140 -4.28585 3.91603
H -6.17973 -2.75575 2.01925
H -4.30986 -1.43681 1.09974
```

---

No. 3
The following is a DFT calculation (ωB97M-V/def2-TZVPD) of a 3-piece molecular cluster, C37H47Br2FO9SSi overall.

Properties
Multiplicity = 1
SMILES = C/C(Br)=C(/Br)c1c(CCO[Si](C)(C)C)c(S)c(C[C@H](C)O)c2c1C(=O)c1c(CC(=O)F)cc(O)c(CC=O)c1C2=O.C1CCOC1.C1CCOC1
Gap between HOMO and LUMO = 8.1 eV
Net charge = 0
LUMO energy = -0.9135 eV

XYZ file:
```
98
C37H47Br2FO9SSi ωB97M-V/def2-TZVPD
C 2.60574 -1.61908 3.40662
C 2.26685 -0.34022 2.64783
Br 2.99564 1.34553 3.17521
C 1.42114 -0.39869 1.62566
Br 0.89229 1.19093 0.65286
C 0.78580 -1.65598 1.12721
C 1.46680 -2.60760 0.35888
C 2.92234 -2.45925 -0.05748
C 3.17124 -1.42887 -1.18038
O 3.35596 -0.12144 -0.64461
Si 4.86718 0.53803 -0.99981
C 4.92739 1.10245 -2.81032
C 6.33158 -0.54182 -0.51219
C 4.98878 2.12174 0.03075
C 0.75541 -3.73256 -0.04383
S 1.52570 -5.00173 -1.07187
C -0.59307 -3.94575 0.29167
C -1.33513 -5.17354 -0.19929
C -1.78069 -4.93678 -1.66475
C -2.32056 -3.51125 -1.90729
O -2.80666 -5.86257 -1.98986
C -1.23307 -2.98474 1.05591
C -0.54021 -1.85333 1.46229
C -1.31786 -0.82478 2.27027
O -0.85961 -0.24474 3.22791
C -2.74887 -0.61915 1.80775
C -3.30644 0.65449 1.75330
C -2.49203 1.87108 2.16772
C -3.33473 3.13720 2.21486
O -3.57475 3.85896 1.28918
F -3.80744 3.41527 3.46055
C -4.59530 0.75275 1.29169
C -5.30169 -0.36752 0.91164
O -6.55481 -0.10674 0.44986
C -4.76919 -1.64920 0.96235
C -5.60162 -2.85302 0.53910
C -5.42140 -3.28236 -0.92251
O -5.73148 -4.39067 -1.28702
C -3.45399 -1.74557 1.42143
C -2.69337 -3.06979 1.51097
O -3.19152 -4.08149 1.94965
H 2.92569 -1.34261 4.41541
H 1.66191 -2.17029 3.49687
H 3.34662 -2.23426 2.89026
H 3.52590 -2.24140 0.83293
H 3.28136 -3.42857 -0.42038
H 2.25524 -1.38468 -1.79366
H 4.01185 -1.71594 -1.83279
H 4.46895 2.10084 -2.82272
H 5.97151 1.21528 -3.11958
H 4.36370 0.43065 -3.46949
H 7.18678 0.14387 -0.39141
H 6.21846 -1.03992 0.45958
H 6.64389 -1.25097 -1.29178
H 4.99616 1.82432 1.08678
H 5.84425 2.73791 -0.25632
H 4.02655 2.63682 -0.11864
H 1.51936 -4.49584 -2.32842
H -2.25342 -5.36396 0.36180
H -0.72981 -6.08121 -0.13466
H -0.89468 -5.05230 -2.30693
H -2.90095 -3.15972 -1.04775
H -1.48965 -2.80794 -2.05872
H -2.99376 -3.46906 -2.77314
H -3.10656 -5.69343 -2.88739
H -1.69336 1.98826 1.42648
H -2.04617 1.74972 3.15768
H -5.06784 1.72784 1.19999
H -7.06716 -0.92010 0.38104
H -5.35605 -3.72367 1.15648
H -6.65297 -2.63012 0.78144
H -4.96648 -2.56142 -1.63698
C 9.78375 3.38021 -3.40303
C 9.20673 4.66388 -2.82310
C 7.73977 4.29909 -2.65726
O 7.69372 2.89021 -2.40166
C 8.97929 2.31852 -2.66967
H 10.85793 3.27492 -3.25688
H 9.57886 3.33176 -4.47542
H 9.65554 4.86514 -1.84720
H 9.35792 5.53896 -3.45362
H 7.17438 4.49589 -3.57431
H 7.26304 4.83402 -1.83470
H 9.44258 2.06119 -1.71087
H 8.85741 1.40394 -3.25258
C -7.17616 4.19686 1.42793
C -7.90049 2.90706 1.06419
C -9.23173 3.08600 1.77718
O -9.49561 4.49201 1.80675
C -8.31538 5.20444 1.42025
H -6.37158 4.45970 0.74172
H -6.75357 4.11570 2.43315
H -8.05749 2.86107 -0.01672
H -7.37328 2.00663 1.36830
H -9.17955 2.72902 2.81176
H -10.05217 2.57175 1.27411
H -8.47829 5.61099 0.41609
H -8.14925 6.03469 2.10764
```

---

No. 4
The following is a DFT calculation (ωB97M-V/def2-TZVPD) of a 5-piece molecular cluster, C37H47F3NO2 overall.

Properties
Multiplicity = 1
Gap between HOMO and LUMO = 7.3 eV
Net charge = +1
Energy above the lowest of the compared OMol25 structures with the same formula, charge and spin = 0.0 kcal/mol
LUMO energy = -3.0893 eV

XYZ file:
```
90
C37H47F3NO2 ωB97M-V/def2-TZVPD
C -0.11358 -1.87378 -0.27878
C -0.84880 -1.05078 -1.29473
O -1.95018 -1.37371 -1.68335
O -0.26593 0.10335 -1.75837
C 1.01035 -0.09318 -2.37532
C 2.13793 0.44712 -1.51246
C 1.90456 1.92515 -1.21377
C 2.94254 2.52579 -0.25726
N 2.48738 2.55466 1.15966
C 3.52447 2.96263 2.16741
C 3.41920 1.99937 3.35478
C 2.81292 0.71460 2.75531
C 3.78232 -0.36021 2.29265
C 5.03393 0.11649 1.53072
C 5.51362 -0.89747 0.52539
F 4.70242 -0.91143 -0.58138
F 6.77353 -0.58850 0.09193
F 5.53388 -2.15322 1.03818
C 1.84741 1.33197 1.75697
H 0.63693 -2.50459 -0.74086
H -0.83112 -2.52170 0.19749
H 0.36239 -1.28206 0.49234
H 1.00737 0.47080 -3.30007
H 1.15167 -1.13297 -2.64504
H 2.23930 -0.16037 -0.62073
H 3.06005 0.37844 -2.07809
H 1.93851 2.45153 -2.15772
H 0.91704 2.06735 -0.78594
H 3.13436 3.53669 -0.58626
H 3.85017 1.94855 -0.35424
H 1.76131 3.26325 1.17512
H 3.37920 3.97845 2.50290
H 4.50365 2.92957 1.71242
H 2.66196 2.37765 4.02835
H 4.35233 1.81951 3.86164
H 2.14618 0.19444 3.43412
H 4.14876 -0.90073 3.15319
H 3.27963 -1.09409 1.67239
H 4.89218 1.05031 1.01171
H 5.86143 0.24943 2.21612
H 1.08445 1.76148 2.40227
H 1.27449 0.70766 1.09413
C -7.33137 -1.82407 0.04276
C -6.72568 -0.58185 -0.08621
C -5.61203 -0.43252 -0.90099
C -5.10559 -1.52401 -1.59341
C -5.71502 -2.76467 -1.46860
C -6.82551 -2.91588 -0.64828
H -8.19693 -1.94091 0.68164
H -7.12278 0.27048 0.45012
H -5.13658 0.53577 -0.99674
H -4.24392 -1.40754 -2.22886
H -5.32277 -3.61566 -2.01164
H -7.29733 -3.88481 -0.54778
C 4.84101 7.26352 -1.54590
C 4.92148 5.91843 -1.21614
C 5.68105 5.05219 -1.99061
C 6.36765 5.53367 -3.09567
C 6.28983 6.87900 -3.42508
C 5.52537 7.74284 -2.65282
H 4.24767 7.93733 -0.94213
H 4.39099 5.54601 -0.34618
H 5.74304 4.00091 -1.73341
H 6.96427 4.86190 -3.69803
H 6.82675 7.25551 -4.28499
H 5.46389 8.79058 -2.91365
C -2.38069 -5.61534 -2.48258
C -1.77566 -4.37181 -2.60598
C -0.65268 -4.22908 -3.40943
C -0.13721 -5.32226 -4.09208
C -0.74505 -6.56313 -3.96827
C -1.86500 -6.71037 -3.16180
H -3.25577 -5.73040 -1.85597
H -2.17711 -3.51701 -2.08047
H -0.17952 -3.25865 -3.51024
H 0.73463 -5.20724 -4.72310
H -0.34693 -7.41556 -4.50225
H -2.33668 -7.67918 -3.06411
C -7.67591 -0.55797 5.56270
C -7.63791 -1.93769 5.70309
C -7.01155 -2.71693 4.74009
C -6.41741 -2.11607 3.63932
C -6.45309 -0.73553 3.50063
C -7.08474 0.04327 4.46009
H -8.16772 0.04884 6.31154
H -8.09817 -2.40656 6.56278
H -6.98765 -3.79353 4.84740
H -5.92823 -2.72282 2.88781
H -5.98978 -0.26818 2.64212
H -7.11787 1.11949 4.34851
```

---

No. 5
The following is a DFT calculation (ωB97M-V/def2-TZVPD) of C37H47FeO3P2S3Si as an isolated structure.

Properties
Multiplicity = 5
Gap between HOMO and LUMO (spin up / spin down) = 6.8 / 7.4 eV
<S²> = 6.013
Net charge = -1
LUMO energy (spin up / spin down) = 2.6357 / 2.6337 eV

XYZ file:
```
94
C37H47FeO3P2S3Si ωB97M-V/def2-TZVPD
Fe -0.11633 -0.02902 -0.24334
S -0.15650 -1.68956 -2.00991
P 1.75770 -1.76583 -1.30019
C 2.01714 -0.88092 0.08609
P 2.41954 0.72672 0.09036
S 1.08307 2.01178 -0.79544
C 4.09171 1.08285 -0.59023
C 4.30812 1.92706 -1.66813
C 5.59384 2.12536 -2.16288
C 6.67290 1.48905 -1.57264
C 6.46387 0.64002 -0.48944
C 5.18255 0.43462 -0.00922
C 2.62028 1.30645 1.80455
C 2.38181 0.45249 2.86970
C 2.53234 0.90776 4.17486
C 2.92820 2.21376 4.41573
C 3.16741 3.07487 3.34808
C 3.00798 2.62156 2.05037
C 2.17768 -3.52343 -1.05409
C 2.18084 -4.39363 -2.14173
C 2.47620 -5.73510 -1.96717
C 2.76156 -6.21989 -0.69357
C 2.75433 -5.35750 0.39115
C 2.46624 -4.00908 0.21134
C 2.87606 -1.30692 -2.67826
C 4.23085 -1.62394 -2.58239
C 5.13151 -1.18002 -3.53609
C 4.68649 -0.40646 -4.60170
C 3.34308 -0.08098 -4.70197
C 2.44079 -0.52938 -3.74401
H 3.46087 2.42101 -2.12897
H 5.74379 2.77631 -3.01578
H 7.67470 1.64664 -1.95403
H 7.30010 0.13349 -0.02244
H 5.01716 -0.24243 0.82232
H 2.06427 -0.56105 2.65390
H 2.33124 0.24039 5.00386
H 3.04536 2.56650 5.43337
H 3.46953 4.09894 3.52937
H 3.17332 3.29512 1.21660
H 1.94810 -4.01831 -3.13218
H 2.48176 -6.40187 -2.82041
H 2.98704 -7.27000 -0.55234
H 2.97526 -5.73234 1.38319
H 2.46436 -3.31184 1.04165
H 4.58555 -2.21386 -1.74410
H 6.18169 -1.42579 -3.43830
H 5.39008 -0.05176 -5.34545
H 2.98881 0.52862 -5.52443
H 1.39024 -0.27515 -3.81391
C -2.50456 3.15018 -1.25973
C -2.91916 1.71797 -1.56514
C -4.43668 1.59232 -1.59119
C -2.31900 1.25636 -2.88236
O -2.36825 0.84337 -0.55786
Si -2.84863 0.51348 1.00819
S -1.22473 -0.40372 1.84666
O -4.26311 -0.33910 1.00909
C -4.52324 -1.73566 0.80414
C -5.96700 -1.81207 0.33177
C -4.35451 -2.46139 2.13309
C -3.58523 -2.31886 -0.24710
O -3.30045 1.97744 1.62181
C -4.00649 2.29339 2.82499
C -5.50111 2.27227 2.53035
C -3.65792 1.30956 3.93605
C -3.55735 3.69674 3.20573
H -2.84867 3.80758 -2.06353
H -1.41916 3.22763 -1.19159
H -2.93167 3.48805 -0.31675
H -4.84348 2.23972 -2.37250
H -4.87596 1.88756 -0.63755
H -4.73817 0.56604 -1.80280
H -2.68605 1.87992 -3.70177
H -2.58698 0.21776 -3.08407
H -1.23007 1.32180 -2.85545
H -6.63208 -1.36519 1.07324
H -6.27040 -2.84934 0.17309
H -6.08806 -1.26962 -0.60761
H -5.04500 -2.05458 2.87534
H -3.33425 -2.34407 2.49684
H -4.56123 -3.52871 2.01760
H -3.66127 -1.76423 -1.18330
H -3.84790 -3.36098 -0.44557
H -2.54648 -2.28705 0.08323
H -5.81083 1.28216 2.19778
H -5.73478 2.99124 1.74199
H -6.07268 2.54165 3.42266
H -3.98303 0.29806 3.68570
H -4.15556 1.60399 4.86427
H -2.58129 1.28839 4.10420
H -3.76108 4.38766 2.38586
H -2.48538 3.70966 3.40475
H -4.08559 4.04728 4.09575
```

---

Number 1: E -8258.76920 hartree. Number 2: E -2787.78602 hartree. Number 3: E -8050.84898 hartree. Number 4: E -1942.67142 hartree. Number 5: E -5094.68005 hartree.